Record 1
Formula: C16H24F6NO11Zn
Source: the Open Molecules 2025 dataset
Level of theory: ωB97M-V/def2-TZVPD

Output
* E_HOMO: -5.62 eV
* orbital gap: 8.18 eV
* total charge: -1
* LUMO energy: 2.56 eV
* max |F|: 0.0324 hartree/bohr
* calculated total energy: -3885.045945 hartree
* relative energy (zero: lowest compared OMol25 entry of this formula, charge and spin): 0.0 kJ/mol
* M: 585.74 g/mol

Each line ends with the Mulliken charge.
Element x y z (Å)
Zn (9.2725, -28.0748, -1.6650)  1.6677
C (11.3398, -26.6438, -0.6697)  0.3407
O (11.4216, -27.3282, -1.9433)  -0.2140
O (10.1619, -26.8995, -0.2029)  -0.7461
C (12.4664, -27.1151, 0.2434)  0.7487
F (12.2894, -28.3408, 0.7518)  -0.2378
F (13.6800, -27.0994, -0.3768)  -0.3125
F (12.5839, -26.2649, 1.2816)  -0.3054
C (12.2559, -26.8771, -2.9789)  -0.5502
C (11.6534, -25.6972, -3.7458)  -0.9865
H (10.5659, -25.7559, -3.8093)  -0.0021
H (11.8583, -24.7532, -3.2234)  0.4095
H (12.1193, -25.6054, -4.7283)  0.4009
H (12.3718, -27.7154, -3.6749)  0.3275
H (13.2755, -26.6268, -2.6816)  0.3995
H (11.5001, -25.5580, -0.8426)  0.0575
C (9.2717, -28.4923, -4.7545)  0.0331
O (8.4546, -27.3887, -5.1315)  -0.1459
O (9.1159, -28.7790, -3.5019)  -0.7537
C (8.9430, -29.7052, -5.6601)  0.6891
F (9.6417, -29.6295, -6.8289)  -0.3079
F (9.2837, -30.8724, -5.1024)  -0.1998
F (7.6431, -29.7886, -6.0006)  -0.2910
C (8.7337, -26.7564, -6.3655)  -0.1229
C (7.5296, -25.9043, -6.6802)  -1.2524
H (7.6633, -25.2321, -7.5294)  0.4117
H (6.6657, -26.5501, -6.8233)  0.3116
H (7.3444, -25.2357, -5.8306)  0.1717
H (8.8870, -27.4737, -7.1775)  0.2937
H (9.6533, -26.1685, -6.2402)  0.1893
H (10.3468, -28.2665, -4.9856)  -0.0234
N (7.0142, -29.6267, 0.1911)  0.7429
O (7.5542, -28.7720, -0.5871)  -0.3109
O (7.0281, -30.8198, -0.1248)  -0.6319
O (6.5874, -29.2606, 1.2823)  -0.6327
O (8.1317, -26.4217, -2.1377)  -0.6465
C (7.0765, -25.8853, -2.2214)  0.1084
O (6.9703, -24.5770, -2.5148)  -0.3652
C (5.5861, -24.2004, -2.5960)  -0.4759
C (4.8148, -25.2963, -1.8584)  -0.6245
C (5.7243, -26.5081, -2.1079)  -0.0868
H (5.3137, -24.0557, -3.6407)  0.2932
H (5.4798, -23.2531, -2.0670)  0.2861
H (3.8290, -25.4556, -2.2912)  0.3274
H (4.7315, -25.0480, -0.8026)  0.3179
H (5.4796, -26.8395, -3.1245)  0.1747
H (5.6923, -27.3489, -1.4266)  0.1809
O (10.1977, -29.8432, -1.1660)  -0.1282
C (10.5374, -30.9094, -1.5637)  0.3101
O (11.8362, -31.2608, -1.6273)  -0.3657
C (12.0063, -32.4683, -2.3366)  -0.4966
C (10.6106, -32.9389, -2.8325)  -0.4883
C (9.6425, -31.9917, -2.0797)  -0.0168
H (12.4529, -33.2548, -1.7271)  0.2908
H (12.6692, -32.3112, -3.1854)  0.2934
H (10.3866, -33.9675, -2.5582)  0.3253
H (10.4846, -32.8198, -3.9061)  0.1509
H (9.0716, -32.5029, -1.3083)  0.3994
H (8.9009, -31.5439, -2.7407)  0.0680

Cartesian forces (eV/Å) of the 6 atoms listed first:
-0.063 0.050 0.482
-0.103 0.746 -0.756
0.729 -0.368 -0.150
-1.411 -0.729 0.509
0.358 -0.267 0.264
0.109 0.220 -0.248

=====

Record 2
Formula: C16H24N2O
Source: the Open Molecules 2025 dataset
Level of theory: ωB97M-V/def2-TZVPD

Output
* E_HOMO: -8.14 eV
* orbital gap: 8.77 eV
* LUMO energy: 0.63 eV
* SMILES: Cc1ccccc1NC(=O)CCN1CCCCCC1
* max |F|: 0.0124 hartree/bohr
* calculated total energy: -808.843362 hartree
* relative energy (zero: lowest compared OMol25 entry of this formula, charge and spin): 66.4 kJ/mol
* M: 260.38 g/mol

Each line ends with the Mulliken charge.
Element x y z (Å)
C (-3.4644, 1.9776, -1.1895)  -1.5453
C (-4.1262, 0.9072, -0.3668)  1.0001
C (-5.4097, 1.1020, 0.1186)  -0.6399
C (-6.0490, 0.1378, 0.8784)  -0.6639
C (-5.3968, -1.0480, 1.1625)  -0.6156
C (-4.1162, -1.2682, 0.6909)  -0.6614
C (-3.4734, -0.2996, -0.0728)  0.4046
N (-2.1762, -0.4895, -0.5657)  0.0189
C (-1.3392, -1.5564, -0.4272)  0.5707
O (-1.6002, -2.5755, 0.1721)  -0.6437
C (0.0100, -1.3133, -1.0806)  -0.9814
H (0.4768, -2.2786, -1.2727)  0.4653
H (-0.0973, -0.7821, -2.0271)  0.2810
C (0.9020, -0.4821, -0.1372)  -0.6439
N (2.1245, -0.1017, -0.8041)  0.2579
C (3.1079, -1.1622, -0.9457)  -0.8278
C (4.4658, -0.9599, -0.2623)  -0.7600
H (5.0011, -1.9087, -0.3486)  0.3949
C (4.3772, -0.5586, 1.2109)  -0.5393
H (3.5232, -1.0520, 1.6794)  0.2782
H (5.2774, -0.9058, 1.7239)  0.3217
C (4.2738, 0.9525, 1.4052)  -0.7647
C (2.9416, 1.5365, 0.9468)  -0.4943
H (2.1410, 1.1539, 1.5834)  0.3052
C (2.5994, 1.2311, -0.5224)  -1.0961
H (1.8117, 1.9250, -0.8413)  0.4203
H (3.4706, 1.4198, -1.1523)  0.5338
H (2.9728, 2.6213, 1.0743)  0.3883
H (4.4085, 1.1851, 2.4648)  0.3461
H (5.0874, 1.4358, 0.8578)  0.3164
H (5.0516, -0.2134, -0.8017)  0.3865
H (2.6668, -2.0833, -0.5557)  0.4785
H (3.2947, -1.3175, -2.0187)  0.1853
H (0.3652, 0.4296, 0.1396)  0.6097
H (1.0702, -1.0649, 0.7822)  0.0664
H (-1.8149, 0.2878, -1.0984)  0.1426
H (-3.6043, -2.1901, 0.9083)  0.5355
H (-5.8833, -1.8090, 1.7538)  0.3871
H (-7.0493, 0.3145, 1.2440)  0.3759
H (-5.9187, 2.0291, -0.1044)  0.3197
H (-2.5504, 2.3350, -0.7125)  0.3387
H (-4.1341, 2.8264, -1.3020)  0.3678
H (-3.2178, 1.6123, -2.1876)  0.3801

Cartesian forces (eV/Å) of the 6 atoms listed first:
-0.057 -0.125 0.081
0.035 0.004 -0.017
0.035 -0.077 0.021
-0.120 -0.026 0.067
-0.074 0.146 -0.038
0.113 -0.197 0.043

=====

Look up the LUMO energy of the first one.
2.56 eV

=====

Look up the relative energy (zero: lowest compared OMol25 entry of this formula, charge and spin) of the first one.
0.0 kJ/mol